{
  "formula": "CH4Br",
  "method": "ωB97M-V/def2-TZVPD",
  "elements": ["Br", "C", "H", "H", "H", "H"],
  "positions_angstrom": [[0.3693, -0.0011, 0.1500], [-1.5678, -0.0024, 0.1500], [-1.5139, 0.5528, -0.8115], [-1.5139, 0.5528, 1.1115], [-2.7021, -0.0035, 0.1500], [-1.5124, -1.1127, 0.1500]],
  "de_lowest_kj_mol": 274.87,
  "multiplicity": 2,
  "s_squared": 0.756,
  "lumo_ev": [0.8, -0.8]
}

{
  "formula": "C5H10O2",
  "method": "ωB97M-V/def2-TZVPD",
  "elements": ["O", "O", "C", "C", "C", "C", "C", "H", "H", "H", "H", "H", "H", "H", "H", "H", "H"],
  "positions_angstrom": [[-1.2671, -0.2439, 0.8519], [0.4303, 1.7885, 0.0369], [0.5480, 0.7274, 0.5712], [1.1539, 0.4905, 1.9264], [-1.3489, -0.6539, -0.3390], [1.1536, -0.6232, -0.4908], [-1.7239, 0.1982, -1.5077], [1.0605, -1.5790, 0.0226], [-1.5408, -0.3238, -2.4470], [-2.7914, 0.4176, -1.4295], [2.1943, -0.3134, -0.3977], [0.9776, -0.5230, 2.2697], [0.9456, -0.6593, -1.5572], [-1.5644, -1.7254, -0.4834], [2.2262, 0.6778, 1.8665], [0.7138, 1.2104, 2.6160], [-1.1673, 1.1347, -1.5089]],
  "de_lowest_kj_mol": 336.78,
  "smiles": "CC(C)=O.CC=O",
  "lumo_ev": 0.3
}

{
  "formula": "C3H5BrS",
  "method": "ωB97M-V/def2-TZVPD",
  "elements": ["Br", "S", "C", "C", "C", "H", "H", "H", "H", "H"],
  "positions_angstrom": [[1.8839, -0.2389, -3.0135], [1.1557, -2.1218, 0.4532], [0.7975, -0.5577, -0.3443], [-0.4270, 0.0815, 0.3992], [0.5659, -0.7222, -1.8436], [1.6731, -0.0360, -0.1887], [-1.3238, -0.2952, -0.2100], [-0.4758, -0.3235, 1.3672], [-0.4024, 1.1135, 0.5178], [0.0345, -1.5968, -2.1423]],
  "de_lowest_kj_mol": 313.02,
  "lumo_ev": [-2.4, -2.4]
}

{
  "formula": "C2H3NO3S",
  "method": "ωB97M-V/def2-TZVPD",
  "elements": ["S", "O", "O", "O", "N", "C", "C", "H", "H", "H"],
  "positions_angstrom": [[-0.0230, -0.6193, -0.9569], [-1.1401, -1.4137, -1.3421], [1.1990, -0.7379, -1.6807], [0.3507, 0.9220, 2.2169], [0.3377, -0.8941, 0.7444], [-0.3734, 1.0243, -0.3854], [0.2063, 0.3414, 1.1998], [-1.4218, 1.2626, -0.3172], [0.2554, 1.7934, -0.7995], [0.6092, -1.6788, 1.3205]],
  "de_lowest_kj_mol": 129.21,
  "lumo_ev": 0.6
}

{
  "formula": "C5H5ClFN",
  "method": "ωB97M-V/def2-TZVPD",
  "elements": ["Cl", "F", "N", "C", "C", "C", "C", "C", "H", "H", "H", "H", "H"],
  "positions_angstrom": [[2.9001, -1.4382, 0.1074], [0.8828, 0.4004, -1.9903], [1.1906, 0.7942, -0.6629], [1.2542, -1.0296, 0.2136], [0.0962, 1.3959, -0.0732], [0.0385, -1.4849, 0.4034], [-1.1733, 0.6154, 0.1061], [-1.1939, -0.6879, 0.3088], [0.3730, 1.7231, 0.8614], [-0.1121, -2.4283, 0.7201], [-2.1123, 1.0316, 0.0855], [-2.0285, -1.3952, 0.4372], [-0.1155, 2.5034, -0.5170]],
  "de_lowest_kj_mol": 488.09,
  "lumo_ev": 0.4
}

{
  "formula": "C41H53BGeN10O2SW",
  "method": "ωB97M-V/def2-TZVPD",
  "elements": ["W", "Ge", "S", "O", "O", "N", "N", "N", "N", "N", "N", "N", "N", "N", "N", "C", "C", "C", "C", "C", "C", "C", "C", "C", "C", "C", "C", "C", "C", "C", "C", "C", "C", "C", "C", "C", "C", "C", "C", "C", "C", "C", "C", "C", "C", "C", "C", "C", "C", "C", "C", "C", "C", "C", "C", "C", "B", "H", "H", "H", "H", "H", "H", "H", "H", "H", "H", "H", "H", "H", "H", "H", "H", "H", "H", "H", "H", "H", "H", "H", "H", "H", "H", "H", "H", "H", "H", "H", "H", "H", "H", "H", "H", "H", "H", "H", "H", "H", "H", "H", "H", "H", "H", "H", "H", "H", "H", "H", "H", "H"],
  "positions_angstrom": [[0.1380, 0.1951, -0.5276], [0.3316, 0.4442, 2.9532], [2.0675, -1.3349, -0.2131], [0.3051, -0.2101, -2.5530], [-6.7711, -0.4409, -0.6385], [2.1385, 1.3537, -1.4592], [-0.8821, -1.6265, -0.7560], [0.8062, 3.0952, -2.1112], [0.2252, 2.3296, -0.0254], [1.4843, -2.1599, -2.8013], [-4.0195, -0.0265, -0.7121], [-0.4683, 4.4732, -0.7971], [3.3981, -2.9219, -1.8460], [-1.8264, 0.9601, -1.2113], [2.3061, 2.2400, -3.6399], [0.3579, 5.6764, -0.6590], [1.8450, 2.8606, 3.8095], [1.9710, 4.1883, 4.2034], [1.7828, 2.1556, -2.3762], [0.5119, -1.3408, -3.0885], [-1.5508, -0.9504, -4.4096], [5.4573, -1.9751, -0.7876], [0.6347, 2.3633, 3.3189], [2.1390, -1.7420, 3.6743], [-0.1873, -0.3704, 5.7506], [-4.5940, -1.1730, -1.4395], [-1.6896, 4.5022, -0.0034], [-4.7933, 0.3830, 0.4698], [-2.2242, -2.4295, -6.1810], [-1.1062, -3.2173, -5.9430], [-2.1468, -0.0662, 4.4029], [0.2047, 3.2644, -0.8790], [-2.4485, -1.2970, -5.4083], [-0.5701, -0.0492, 1.3164], [4.4828, -1.8748, 3.1359], [-0.9869, -0.6860, 6.8435], [-6.0263, -0.8268, -1.7894], [2.0601, -0.4639, 3.1150], [-2.3706, -0.6868, 6.7176], [4.3812, -3.0563, -0.7688], [-2.9526, -0.3730, 5.4945], [4.2102, -2.7563, -4.2235], [3.6595, -3.6361, -3.1026], [-0.7546, -0.0570, 4.5129], [-0.4575, 3.2353, 3.2785], [3.2143, 0.0823, 2.5455], [4.4202, -0.6085, 2.5703], [-2.8592, 0.4912, -0.9790], [-0.3421, 4.5611, 3.6844], [0.8797, 5.0440, 4.1365], [-1.5489, -2.5590, -0.8467], [-0.2105, -2.8707, -4.9432], [2.2875, -2.1485, -1.7257], [3.3379, -2.4462, 3.6800], [-6.2038, 0.6862, 0.0075], [-0.4245, -1.7322, -4.1766], [-2.4620, -3.8393, -0.9819], [1.6681, 2.5403, -4.3617], [4.8371, -4.0398, -0.8752], [-2.9937, -0.9335, 7.5689], [-1.7402, -4.8176, -1.0020], [2.8887, 0.7389, -1.7414], [0.6587, -3.4811, -4.7360], [-3.1846, -3.8409, 0.0038], [5.9957, -1.9670, -1.7375], [-6.8412, 0.9280, 0.8557], [-2.9203, -2.6973, -6.9669], [-4.0013, -1.3833, -2.3269], [1.2353, 5.6101, -1.3016], [0.6953, 5.8097, 0.3752], [-2.3664, 5.2415, -0.4360], [3.8644, -3.0379, 0.1869], [3.4520, -2.0350, -4.5357], [-6.5202, -1.7004, -2.2057], [3.1663, 1.0455, 2.0514], [0.8923, -0.3634, 5.8643], [2.6992, 2.2011, 3.8988], [0.5567, 3.7600, -2.8201], [-3.1107, -3.7463, -2.0127], [4.3660, -4.4321, -2.8732], [6.1807, -2.1512, 0.0134], [-0.5283, -0.9350, 7.7949], [1.2516, -2.1957, 4.1063], [-1.5047, 4.7710, 1.0350], [5.3092, -0.1641, 2.1328], [2.8179, 1.4157, -3.9109], [3.3781, -3.4422, 4.1053], [-1.4278, 2.8546, 2.9627], [4.4786, -3.3705, -5.0874], [-6.1830, 1.5410, -0.6807], [-4.8068, -0.4518, 1.1730], [0.9744, 6.0744, 4.4568], [2.9200, 4.5525, 4.5825], [5.4186, -2.4218, 3.1430], [-1.2060, 5.2176, 3.6659], [-6.0457, -0.0176, -2.5296], [-3.3275, -0.6881, -5.5839], [5.1018, -2.2146, -3.8997], [-0.1384, 2.6417, 0.8646], [-4.3224, 1.2425, 0.9441], [5.0013, -0.9950, -0.6252], [-0.2215, 6.5512, -0.9555], [-4.0327, -0.3756, 5.3922], [-1.2964, -0.8239, 1.5648], [-0.9383, -4.1079, -6.5357], [-1.7122, -0.0803, -3.7883], [-2.6084, 0.1606, 3.4430], [-2.1695, 3.5260, -0.0430], [2.7304, -4.0937, -3.4322], [-4.5508, -2.0517, -0.7975]],
  "de_lowest_kj_mol": 12.46,
  "lumo_ev": 0.1
}